{"formula": "C22H27N3O2", "method": "ωB97M-V/def2-TZVPD", "elements": ["C", "O", "C", "H", "H", "C", "N", "C", "C", "C", "C", "H", "H", "H", "H", "H", "H", "H", "H", "C", "C", "C", "N", "N", "C", "H", "H", "C", "C", "C", "C", "C", "C", "C", "C", "C", "C", "H", "H", "H", "O", "C", "H", "H", "H", "H", "H", "H", "H", "H", "H", "H", "H", "H"], "coordinates": [[0.5625, 1.1321, -2.8864], [0.7748, 1.1483, -1.4999], [1.7206, 2.1171, -1.1002], [2.7064, 1.8650, -1.5227], [1.4276, 3.0975, -1.4999], [1.8262, 2.1615, 0.4411], [0.7193, 2.7914, 1.1270], [0.5553, 4.1966, 0.8385], [1.8146, 4.9506, 1.2648], [3.0462, 4.3646, 0.5830], [3.1172, 2.8683, 0.8727], [3.9760, 2.4194, 0.3710], [3.2333, 2.7220, 1.9477], [3.9479, 4.8569, 0.9531], [2.9929, 4.5361, -0.4939], [1.9273, 4.8523, 2.3457], [1.7089, 6.0099, 1.0235], [-0.2952, 4.5640, 1.4187], [0.3408, 4.4044, -0.2258], [-0.4907, 1.9882, 1.2045], [-0.3744, 1.0454, 2.3615], [-0.6174, -0.3181, 2.4542], [-0.4119, -0.6390, 3.7602], [-0.0365, 0.4018, 4.4957], [-0.0203, 1.4267, 3.6685], [0.2458, 2.4052, 4.0131], [-0.4682, -1.5567, 4.1724], [-1.0239, -1.3355, 1.4948], [-0.4880, -1.3944, 0.2283], [-0.8571, -2.4148, -0.6658], [-0.2952, -2.5140, -1.9584], [-0.6673, -3.5091, -2.8092], [-1.6262, -4.4733, -2.4175], [-2.1816, -4.4107, -1.1640], [-1.8077, -3.3887, -0.2672], [-2.3506, -3.3034, 1.0317], [-1.9648, -2.3139, 1.8889], [-2.3996, -2.2566, 2.8772], [-3.0799, -4.0388, 1.3416], [-2.9097, -5.1343, -0.8303], [-1.9106, -5.4114, -3.3637], [-2.8483, -6.4114, -3.0522], [-2.9176, -7.0396, -3.9389], [-3.8325, -5.9845, -2.8330], [-2.5194, -7.0192, -2.2028], [-0.2465, -3.5978, -3.7987], [0.4433, -1.7848, -2.2551], [0.2337, -0.6607, -0.0960], [-1.3346, 2.6607, 1.3915], [-0.6966, 1.4406, 0.2780], [1.8596, 1.1213, 0.7859], [1.4778, 0.8547, -3.4258], [-0.2151, 0.3951, -3.0787], [0.2296, 2.1134, -3.2486]], "forces_ev_per_a": [[-0.004, 0.045, -0.120], [-0.038, -0.050, 0.264], [0.179, 0.105, 0.275], [-0.060, 0.047, 0.021], [0.053, -0.052, -0.014], [0.311, -0.159, -0.259], [-0.227, 0.139, -0.075], [0.073, 0.224, 0.140], [-0.101, 0.028, -0.306], [-0.014, -0.053, 0.245], [-0.035, -0.069, -0.202], [0.045, -0.041, 0.024], [0.028, -0.065, 0.020], [0.019, 0.018, -0.091], [0.042, 0.072, -0.078], [-0.029, 0.035, 0.073], [-0.007, 0.040, 0.040], [-0.006, -0.029, -0.093], [-0.035, 0.038, 0.050], [-0.127, -0.169, 0.039], [-0.164, -0.488, -0.091], [0.131, 0.591, 0.164], [-0.068, -0.090, -0.358], [0.111, 0.151, 0.765], [-0.059, -0.367, -0.122], [0.097, 0.221, 0.125], [0.072, 0.142, -0.031], [0.055, -0.191, -0.392], [-0.099, 0.040, 0.352], [-0.293, -0.212, 0.180], [-0.044, -0.169, -0.214], [0.060, 0.068, -0.023], [-0.152, -0.059, 0.227], [-0.081, -0.338, -0.395], [0.266, 0.333, -0.050], [0.006, -0.005, 0.126], [-0.074, -0.088, -0.108], [-0.070, -0.001, 0.059], [-0.065, -0.057, 0.036], [-0.065, -0.096, -0.025], [0.271, 0.353, 0.017], [-0.174, -0.177, 0.071], [-0.028, 0.018, 0.088], [0.045, -0.011, 0.007], [-0.017, 0.038, -0.023], [0.072, 0.020, -0.105], [0.100, 0.078, -0.070], [0.109, 0.093, -0.019], [0.075, -0.014, -0.102], [-0.097, 0.129, 0.089], [0.047, 0.024, -0.023], [-0.042, -0.004, -0.008], [0.011, 0.016, -0.098], [-0.001, -0.050, -0.002]], "gap_ev": 8.4, "e_homo_ev": -7.74, "e_lumo_ha": 0.025, "smiles": "COC[C@H]1CCCCN1Cc1cn[nH]c1-c1ccc2cc(OC)ccc2c1", "total_energy_ev": -31816.9058}



{"formula": "C4H5NO2", "method": "ωB97M-V/def2-TZVPD", "elements": ["C", "C", "C", "C", "H", "H", "H", "H", "H", "N", "O", "O"], "coordinates": [[-0.4050, 0.6109, -1.7864], [0.2795, -0.1080, 0.2151], [1.2583, 0.0564, 1.3186], [-0.6331, -0.8630, 0.6830], [0.0773, 0.7380, -2.7593], [-1.1655, 1.7924, -1.6889], [-1.0154, -0.4095, -1.5991], [2.3150, 0.1864, 1.6176], [-1.6903, -1.3206, 0.3318], [0.7104, -0.3614, 2.4431], [0.6597, 0.5392, -0.8898], [-0.3908, -0.8608, 2.1140]], "forces_ev_per_a": [[-2.661, 1.265, -0.435], [6.894, 2.927, 0.210], [0.295, -0.364, 2.871], [-5.924, -2.373, 2.689], [-0.630, -0.452, -0.073], [2.142, -3.887, 0.169], [0.804, 2.733, -1.324], [-0.337, 0.991, -1.883], [2.981, 1.364, 1.171], [3.399, 1.412, -1.575], [-0.884, -0.138, -0.424], [-6.079, -3.478, -1.395]], "gap_ev": 10.4, "e_homo_ev": -9.68, "e_lumo_ha": 0.026, "total_energy_ev": -9808.5325}



{"formula": "C4H5N3O", "method": "ωB97M-V/def2-TZVPD", "elements": ["C", "C", "C", "C", "H", "H", "H", "H", "H", "N", "N", "N", "O"], "coordinates": [[3.4556, 0.0556, 0.4939], [2.1361, 0.1949, -0.1786], [-0.3239, -0.1537, -0.4365], [-2.4013, -0.4542, 0.3899], [3.8816, -0.9826, 0.6017], [4.0370, 1.0055, 0.6061], [1.8515, 1.1239, -0.7147], [-3.3999, -0.7283, 1.0429], [-2.7543, 1.4505, 0.5098], [-1.2716, -1.1581, -0.1443], [-2.0525, 0.8232, 0.1577], [-0.7607, 1.0161, -0.2423], [0.9724, -0.5617, -0.2569]], "forces_ev_per_a": [[-4.784, -0.858, -3.032], [2.099, 2.230, 1.142], [-1.070, -3.804, 2.842], [3.651, -1.460, -1.987], [-0.565, 1.477, 0.627], [-0.536, -1.267, -0.574], [0.946, 0.072, 0.991], [2.937, 0.303, -2.375], [0.994, 1.627, -0.404], [-1.989, 0.450, 1.825], [-1.534, -0.447, 1.249], [-1.613, 3.543, 0.190], [1.465, -1.864, -0.493]], "gap_ev": 9.3, "e_homo_ev": -8.66, "e_lumo_ha": 0.024, "smiles": "C=COc1nc[nH]n1", "total_energy_ev": -10742.0379}



{"formula": "C2H4N2O3", "method": "ωB97M-V/def2-TZVPD", "elements": ["C", "C", "H", "H", "H", "H", "N", "N", "O", "O", "O"], "coordinates": [[-0.1185, -0.3287, -0.4187], [1.5855, -0.3233, 1.2033], [-2.9044, 0.2790, -1.7704], [-1.0653, 1.2197, 0.2386], [2.5441, -0.2269, 0.8514], [1.2532, -0.8256, 2.0949], [-0.8246, -0.4282, -1.4354], [-0.3545, 0.4750, 0.7074], [-1.8620, 0.4786, -1.2231], [0.9615, 1.0611, 1.1131], [0.8536, -1.1474, -0.0183]], "forces_ev_per_a": [[1.874, -0.688, 3.844], [-4.496, 1.509, -2.599], [5.476, 0.141, 2.127], [2.336, -1.128, 2.119], [2.400, -0.130, -0.071], [0.314, -0.159, 0.185], [-1.193, -1.150, -1.776], [-3.061, 4.047, -1.374], [-5.705, 0.932, -2.370], [-0.548, -4.328, -0.908], [2.602, 0.954, 0.824]], "gap_ev": 9.5, "e_homo_ev": -9.18, "e_lumo_ha": 0.012, "smiles": "O/N=C1\\NOCO1", "total_energy_ev": -11254.9471}



{"formula": "C19H21Cl3CoN6OS", "method": "ωB97M-V/def2-TZVPD", "elements": ["Co", "N", "C", "S", "N", "N", "C", "C", "C", "C", "C", "C", "N", "H", "H", "H", "H", "H", "H", "H", "Cl", "C", "C", "C", "Cl", "C", "O", "C", "Cl", "C", "H", "H", "C", "C", "N", "C", "C", "N", "C", "C", "H", "H", "H", "H", "H", "H", "H", "H", "H", "H", "H", "H"], "coordinates": [[0.0056, 0.4594, 0.8315], [-0.7146, 2.5506, 4.6542], [-0.3821, 1.7697, 3.6256], [-0.4425, 2.4581, 2.0396], [-0.0064, 0.5337, 3.8948], [0.3053, -0.1856, 2.8310], [0.5880, -1.4299, 2.9594], [0.9388, -2.1681, 1.7589], [1.1277, -3.5465, 1.7780], [1.4579, -4.2030, 0.6058], [1.5898, -3.4621, -0.5595], [1.3691, -2.0976, -0.5014], [1.0552, -1.4519, 0.6194], [-0.9960, 3.4969, 4.4797], [-0.6641, 2.2025, 5.5975], [0.5568, -1.9201, 3.9276], [1.0063, -4.0801, 2.7111], [1.6127, -5.2735, 0.5999], [1.8607, -3.9282, -1.4959], [1.4535, -1.4993, -1.3997], [-5.7397, -4.1146, -0.1803], [-4.4422, -3.0074, -0.1388], [-4.2332, -2.2516, 1.0185], [-3.2148, -1.3379, 1.0447], [-2.9194, -0.3990, 2.4403], [-2.3565, -1.1252, -0.0924], [-1.4612, -0.2330, -0.1190], [-2.6055, -1.9558, -1.2372], [-1.6063, -1.7496, -2.6147], [-3.6227, -2.8695, -1.2641], [-4.8737, -2.3889, 1.8777], [-3.7962, -3.4675, -2.1471], [0.9235, 3.1799, -0.6443], [1.5883, 3.9008, -1.8545], [1.9156, 2.9260, -2.8824], [2.9142, 1.9975, -2.3819], [2.3998, 1.3422, -1.0621], [0.9884, 1.7159, -0.8466], [0.2009, 1.3761, -2.0525], [0.7173, 2.2017, -3.2681], [-0.1230, 3.4660, -0.5407], [1.4364, 3.4328, 0.2805], [2.5054, 4.4047, -1.5476], [0.9163, 4.6502, -2.2737], [3.8469, 2.5335, -2.2041], [3.0993, 1.2438, -3.1487], [2.9764, 1.6879, -0.2034], [2.4874, 0.2566, -1.1152], [-0.8497, 1.5895, -1.8534], [0.2925, 0.3046, -2.2388], [-0.0363, 2.9175, -3.5980], [0.9502, 1.5478, -4.1099]], "forces_ev_per_a": [[1.794, 1.452, 0.691], [-0.053, -0.007, 0.158], [0.128, 0.021, -0.703], [-0.183, 0.178, -0.037], [-0.164, -0.201, 1.117], [-0.102, -0.320, -0.716], [-0.054, 0.185, 0.354], [0.107, -0.118, -0.366], [0.010, 0.076, 0.089], [0.001, 0.094, -0.011], [0.042, -0.070, 0.023], [0.060, -0.076, -0.097], [-0.302, -0.132, -0.030], [-0.017, 0.050, 0.037], [0.048, -0.046, -0.045], [0.060, 0.022, 0.013], [0.040, -0.022, -0.012], [-0.002, -0.004, 0.007], [-0.022, 0.017, -0.008], [-0.068, 0.001, 0.018], [0.142, 0.072, -0.011], [-0.182, -0.089, 0.063], [0.072, 0.081, 0.112], [-0.140, 0.016, 0.459], [-0.066, -0.059, -0.113], [0.401, 0.785, -0.141], [-1.396, -1.450, -0.405], [-0.162, -0.243, -0.497], [-0.066, -0.038, 0.077], [0.230, 0.085, -0.159], [0.007, 0.026, 0.004], [-0.020, -0.015, 0.016], [0.188, 0.337, -0.225], [-0.161, -0.174, 0.231], [0.190, 0.251, -0.440], [-0.110, -0.089, 0.304], [0.295, 0.022, -0.328], [-0.447, -0.535, 0.422], [0.056, 0.173, -0.452], [-0.075, -0.200, 0.258], [-0.020, -0.049, 0.038], [-0.070, -0.089, 0.074], [-0.003, 0.011, -0.028], [0.032, 0.007, -0.009], [-0.003, -0.005, -0.034], [0.018, 0.000, 0.003], [-0.054, -0.041, 0.062], [-0.030, 0.074, 0.104], [0.021, -0.049, 0.060], [0.008, 0.048, 0.098], [0.028, 0.018, -0.016], [-0.004, 0.020, -0.011]], "spin_multiplicity": 5, "total_charge": 1, "gap_ev": [7.4, 4.4], "e_homo_ev": [-10.59, -10.61], "e_lumo_ha": [-0.118, -0.226], "total_energy_ev": -117055.8387, "s_squared": 6.04}



{"formula": "C29H25Br2F4MoN8S3", "method": "ωB97M-V/def2-TZVPD", "elements": ["Mo", "Br", "C", "Br", "H", "H", "C", "C", "S", "C", "C", "S", "H", "H", "H", "H", "H", "H", "S", "C", "C", "C", "C", "C", "N", "H", "H", "H", "H", "F", "C", "C", "F", "C", "C", "C", "F", "C", "C", "C", "N", "C", "N", "F", "C", "C", "N", "C", "N", "C", "C", "N", "C", "N", "C", "C", "C", "N", "C", "H", "H", "H", "H", "H", "H", "H", "H", "H", "H", "H", "H", "H"], "coordinates": [[-1.4676, -0.8621, 1.2239], [1.7808, -2.7952, -1.1970], [2.9407, -1.5571, -2.1077], [2.4646, 0.2918, -1.8244], [2.8694, -1.7549, -3.1688], [3.9494, -1.6991, -1.7432], [-2.1671, 2.6775, 4.2254], [-2.3376, 1.5063, 3.3034], [-1.1173, 0.3286, 3.2363], [-3.4729, 1.3187, 2.5472], [-4.6493, 2.2466, 2.6115], [-3.6107, -0.0808, 1.5813], [-1.3298, 2.5246, 4.9026], [-3.0677, 2.8484, 4.8156], [-1.9710, 3.5848, 3.6490], [-4.9963, 2.3642, 3.6393], [-5.4756, 1.8810, 2.0061], [-4.3681, 3.2356, 2.2435], [-2.8224, -2.9005, 0.7710], [-2.3729, -2.5081, -0.8624], [-2.7440, -3.1675, -2.0293], [-2.2787, -2.6714, -3.2293], [-1.4501, -1.5475, -3.2516], [-1.1211, -0.9508, -2.0602], [-1.5850, -1.4196, -0.8914], [-3.3872, -4.0339, -1.9755], [-2.5577, -3.1545, -4.1566], [-1.0737, -1.1457, -4.1813], [-0.4662, -0.0945, -2.0100], [2.1979, 4.1695, -2.0959], [1.2022, 3.6481, -2.8085], [1.2934, 3.6650, -4.1829], [2.3682, 4.2167, -4.7268], [0.3220, 3.0590, -5.0039], [-0.7672, 2.4776, -4.3272], [-0.8583, 2.4897, -2.9560], [-1.9458, 1.9520, -2.3868], [0.1315, 3.0484, -2.1493], [0.0581, 2.9616, -0.6880], [-0.3773, 1.8253, -0.1078], [-0.7080, 0.8276, 0.4253], [0.4485, 4.0191, 0.1829], [0.7432, 4.8490, 0.9238], [-1.7635, 1.9229, -5.0104], [0.4442, 3.0131, -6.4314], [1.3971, 3.7739, -7.1497], [2.1431, 4.3804, -7.7856], [-0.3566, 2.1597, -7.2299], [-0.9610, 1.4450, -7.9026], [3.9743, -1.4571, 1.8767], [3.0731, -0.2413, 1.9119], [1.7011, -0.7010, 1.7543], [1.2193, -1.8085, 2.3446], [-0.0900, -2.1003, 2.2353], [-0.5980, -3.2672, 2.9823], [0.2144, -3.5245, 4.2309], [1.6520, -3.7224, 3.8234], [2.0865, -2.5988, 2.9967], [3.5396, -2.3962, 2.9799], [5.0163, -1.1779, 2.0240], [3.8814, -1.9501, 0.9068], [3.2862, 0.4429, 1.0934], [3.1938, 0.3048, 2.8524], [1.0484, -0.0733, 1.3126], [-0.6007, -4.1449, 2.3313], [-1.6320, -3.0649, 3.2519], [-0.1584, -4.4103, 4.7435], [0.1297, -2.6766, 4.9154], [1.7804, -4.6573, 3.2697], [2.3116, -3.7572, 4.6918], [3.9991, -3.3785, 2.8584], [3.8454, -2.0083, 3.9562]], "forces_ev_per_a": [[-0.231, 0.156, 0.082], [0.005, -0.021, 0.026], [-0.015, -0.002, -0.056], [-0.011, 0.013, 0.020], [0.002, -0.003, 0.000], [-0.005, -0.002, 0.012], [0.000, -0.001, -0.004], [-0.007, 0.011, 0.010], [0.002, -0.064, -0.029], [-0.008, 0.025, 0.015], [0.001, -0.006, -0.002], [0.042, -0.017, 0.020], [0.001, 0.001, -0.003], [0.000, -0.004, 0.002], [-0.004, 0.000, 0.001], [-0.001, 0.000, -0.001], [0.000, 0.001, -0.001], [0.002, 0.000, 0.001], [0.012, 0.012, 0.015], [0.026, -0.030, 0.014], [0.002, -0.006, 0.002], [-0.003, -0.005, -0.006], [0.012, 0.007, 0.005], [0.000, -0.004, -0.001], [0.049, -0.002, 0.005], [0.000, -0.001, 0.000], [0.001, -0.001, -0.001], [-0.003, 0.001, -0.002], [-0.010, 0.007, -0.005], [-0.006, 0.002, 0.002], [0.005, -0.004, -0.005], [0.000, -0.002, 0.002], [0.001, -0.003, -0.001], [-0.001, -0.004, -0.003], [-0.007, -0.002, 0.007], [-0.002, -0.009, -0.020], [0.000, -0.007, 0.001], [0.010, 0.011, 0.028], [0.004, -0.026, -0.038], [-0.048, 0.091, 0.109], [0.127, -0.105, -0.142], [-0.006, 0.004, 0.004], [0.001, -0.001, 0.000], [0.006, 0.003, 0.002], [0.007, 0.005, -0.010], [-0.005, 0.003, 0.004], [0.002, -0.001, -0.001], [0.000, -0.009, 0.008], [0.000, 0.003, -0.004], [0.003, 0.002, -0.005], [0.004, -0.013, -0.015], [0.014, 0.050, 0.064], [-0.010, -0.012, -0.010], [0.038, -0.033, -0.052], [-0.004, 0.007, -0.009], [0.001, -0.006, 0.002], [-0.004, 0.015, 0.019], [0.006, -0.025, -0.023], [0.009, 0.012, 0.004], [0.000, 0.002, 0.002], [0.007, 0.010, 0.009], [0.003, 0.002, 0.003], [-0.005, -0.004, 0.002], [0.004, -0.017, -0.041], [0.001, -0.001, -0.002], [-0.007, -0.004, -0.003], [-0.006, 0.002, -0.001], [0.003, 0.000, -0.001], [-0.001, 0.001, -0.001], [-0.002, -0.002, 0.000], [-0.002, -0.001, -0.004], [0.002, -0.004, 0.000]], "spin_multiplicity": 3, "total_charge": 1, "gap_ev": [5.7, 6.3], "e_homo_ev": [-10.49, -11.22], "e_lumo_ha": [-0.176, -0.179], "total_energy_ev": -227709.5303, "s_squared": 2.30}